(1)
Density functional theory data (ωB97M-V/def2-TZVPD) for C13H17N as an isolated structure.

Positions of all 31 atoms, in Å:
C: -3.25978 -0.05398 0.00471
C: -2.47104 -0.11686 1.35153
C: -1.22391 -1.10850 0.92048
C: 0.38185 -1.41510 -0.78918
C: 1.63284 -0.56042 -0.60220
C: 2.82109 -1.19162 -0.25440
C: 3.87325 -0.55421 0.16528
C: 3.84670 0.80208 0.43445
C: 2.62425 1.45181 0.21551
C: 1.44658 0.75786 -0.32472
C: -0.00890 1.34548 -0.22867
C: -1.05930 0.55858 -0.91038
C: -2.56444 1.10291 -0.80745
H: -2.88757 -1.21982 -0.59362
H: -4.41781 0.03728 0.26207
H: -3.03032 -0.72799 2.13980
H: -2.19429 0.82595 1.70720
H: -0.40187 -0.87584 1.51913
H: -1.42754 -2.22897 0.97401
H: 0.63490 -2.48155 -0.53886
H: 0.42448 -1.57630 -1.93362
H: 2.58030 -2.22280 -0.45179
H: 4.74413 -1.07682 0.24993
H: 4.74539 1.22086 0.98257
H: 2.53831 2.46237 0.72221
H: -0.23185 1.51421 0.85612
H: 0.17911 2.44793 -0.58345
H: -0.87723 0.48120 -1.94479
H: -2.95643 1.27797 -1.84061
H: -2.49670 2.07249 -0.17790
N: -0.96423 -0.94821 -0.52339

Properties
Highest occupied orbital energy   -8.5 eV
Calculated total energy   -15243.0048 eV

***

(2)
Density functional theory data (ωB97M-V/def2-TZVPD) for C13H17N as an isolated structure.

Positions of all 31 atoms, in Å:
C: -4.38077 -0.44985 -0.95172
C: -3.33257 -0.73719 -0.36072
C: -2.17774 -1.00222 0.42251
N: -1.52734 0.02833 0.88496
C: -0.56914 -0.50594 1.73964
H: -0.06294 0.44685 2.24259
H: 0.00292 -1.23692 1.70705
H: -1.13828 -0.68410 2.65258
C: -1.23509 1.00736 -0.23022
C: -0.68249 2.26020 0.46229
H: -0.72833 3.26575 -0.28559
H: 0.15251 2.31848 0.83341
H: -1.41646 2.44285 1.11064
H: -2.08868 1.27507 -0.65001
C: -0.19178 0.43631 -1.33537
C: 1.11688 0.04525 -0.59888
C: 2.19117 0.88458 -0.43324
C: 3.37711 0.64304 0.05134
C: 3.84059 -0.52582 0.11322
C: 2.76477 -1.56444 0.02530
C: 1.48879 -1.26176 -0.63112
H: 0.69361 -1.93680 -0.60273
H: 3.03717 -2.53998 0.10050
H: 4.65558 -0.85684 0.70575
H: 4.14782 1.63651 -0.08573
H: 2.01240 2.10879 -0.68436
H: -0.63098 -0.59462 -1.69777
H: -0.05385 1.40548 -1.98740
H: -2.77998 -1.65800 1.45047
H: -1.68190 -1.84413 -0.05723
H: -5.25525 -0.09410 -1.67311

Properties
Highest occupied orbital energy   -8.5 eV
Calculated total energy   -15236.1580 eV

***

(3)
Density functional theory data (ωB97M-V/def2-TZVPD) for an isolated molecule of C13H17N3O5.

Positions of all 38 atoms, in Å:
N: 0.15055 -3.99256 -4.85852
C: 0.53951 -3.61392 -3.58929
O: 1.29335 -4.32523 -2.91078
C: 0.08006 -2.23144 -3.20343
C: 0.49513 -1.68436 -1.88851
N: 0.22055 -0.27717 -1.67843
C: -0.39422 0.39738 -0.69876
O: -0.85281 1.50950 -0.91426
C: -0.50028 -0.32840 0.65185
N: 0.92583 -0.45293 1.07087
C: -1.51979 0.27584 1.69505
C: -1.10553 1.58624 2.34578
C: -0.61688 1.62780 3.64046
C: -0.58242 2.77527 4.44133
C: -1.22134 3.90612 4.03200
O: -1.40455 4.94766 4.88265
C: -1.70937 4.02180 2.69995
C: -1.49725 2.83864 1.85599
C: 2.01891 -1.73725 -1.96254
O: 2.55782 -0.94987 -2.65833
O: 2.59249 -2.67983 -1.20318
H: -0.09428 -4.98742 -5.07259
H: -0.32085 -3.29348 -5.43049
H: -1.09341 -2.14846 -3.30206
H: 0.44848 -1.43945 -3.80940
H: 0.27360 -2.24018 -1.03193
H: 0.72212 0.23505 -2.30840
H: -1.03040 -1.22766 0.30669
H: 0.94040 -0.05070 2.08054
H: 1.67887 -0.06403 0.48153
H: -1.58609 -0.48730 2.42158
H: -2.50035 0.19545 1.03458
H: -0.41805 0.63525 4.09417
H: -0.15901 2.79280 5.44701
H: -1.65915 5.67067 4.24707
H: -2.17856 4.84161 2.19066
H: -1.71450 3.22164 0.76213
H: 2.20308 -3.61530 -1.53661

Properties
Highest occupied orbital energy   -8.5 eV
SMILES   NC(=O)C[C@H](NC(=O)[C@@H](N)Cc1ccc(O)cc1)C(=O)O
Calculated total energy   -28462.8742 eV

***

(4)
Density functional theory data (ωB97M-V/def2-TZVPD) for C13H17N4S2TeW as an isolated structure.

Positions of all 38 atoms, in Å:
W: -0.88728 -1.07289 0.44744
N: -3.01287 -0.54785 -0.42096
N: -4.11889 -1.10660 0.24027
C: -3.95773 -1.89673 1.31101
N: -5.04607 -2.40814 1.86943
S: -2.42785 -2.27049 1.96816
H: -3.14048 0.46012 -0.49715
H: -2.94203 -0.92863 -1.36712
H: -5.03594 -0.91560 -0.13743
H: -5.97773 -2.23949 1.52468
H: -4.94139 -3.00109 2.67686
C: 3.04816 -0.95942 0.09609
C: 2.84475 0.25438 0.95003
C: 3.90524 1.05511 1.34604
C: 3.70159 2.18113 2.12717
C: 2.42294 2.53182 2.52832
C: 1.33123 1.76224 2.16086
C: -0.06638 2.11619 2.57821
C: 1.55302 0.61935 1.37218
N: 0.46264 -0.16122 1.01926
H: 4.09883 -1.07450 -0.16358
H: 2.46860 -0.88545 -0.82596
H: 2.71727 -1.86309 0.61248
H: 4.90751 0.78996 1.03341
H: 4.54520 2.78963 2.42470
H: 2.26976 3.41357 3.13799
H: -0.06647 2.98323 3.23603
H: -0.53852 1.28352 3.10499
H: -0.68357 2.35354 1.70686
Te: -0.15080 -2.62085 -1.58077
C: 0.02898 -1.12345 -3.04389
C: 0.89118 -1.07650 -4.09408
C: 0.71651 0.08618 -4.90346
C: -0.26865 0.90449 -4.45739
S: -0.98712 0.26835 -3.03351
H: 1.62767 -1.84182 -4.29236
H: 1.30683 0.29827 -5.78265
H: -0.59817 1.84271 -4.87216

Properties
Highest occupied orbital energy (spin up / spin down)   -10.4 / -10.7 eV
Spin multiplicity   3
Calculated total energy   -50499.6426 eV
Net charge   +1

***

(5)
Density functional theory data (ωB97M-V/def2-TZVPD) for C13H17N5OS2Tc as an isolated structure.

Positions of all 39 atoms, in Å:
Tc: 0.59545 -1.17260 0.98524
S: -1.01594 -0.02264 2.12021
C: -1.35096 -0.99621 3.53173
C: -2.45353 -0.58916 4.34713
N: -3.34834 -0.23281 4.97527
C: -0.58533 -2.06670 3.82815
S: 0.78529 -2.50160 2.83271
C: -0.83798 -2.88288 4.97573
N: -1.01930 -3.55795 5.88863
C: -0.65840 -3.78206 -1.88836
C: -1.17855 -2.80064 -0.83905
C: -1.92621 -3.53750 0.27178
C: -2.06793 -1.73629 -1.47911
N: -0.02338 -2.13680 -0.24569
H: -1.49639 -4.30198 -2.35464
H: -0.00293 -4.52089 -1.42719
H: -0.09791 -3.25694 -2.66241
H: -2.77044 -4.08553 -0.14947
H: -2.29922 -2.82696 1.01068
H: -1.26352 -4.24301 0.77340
H: -2.93129 -2.20928 -1.95008
H: -1.51656 -1.18254 -2.24044
H: -2.42178 -1.03694 -0.72079
N: 1.25921 0.65183 0.26240
C: 1.61777 1.71747 -0.00800
N: 2.01567 2.91966 -0.31266
C: 3.19358 3.13061 -1.16930
C: 2.72869 3.59518 -2.53898
O: 1.90318 4.73850 -2.42434
C: 0.72658 4.46053 -1.68713
C: 1.07050 4.04906 -0.26636
H: 3.76015 2.20337 -1.23018
H: 3.81344 3.89631 -0.69997
H: 2.18320 2.78581 -3.04211
H: 3.58135 3.87876 -3.15358
H: 0.15397 3.66309 -2.17883
H: 0.12964 5.37073 -1.68557
H: 0.18667 3.74860 0.29327
H: 1.56154 4.87039 0.25791

Properties
Highest occupied orbital energy (spin up / spin down)   -7.7 / -8.3 eV
Spin multiplicity   2
Calculated total energy   -47122.6728 eV

***

(6)
Density functional theory data (ωB97M-V/def2-TZVPD) for C13H17NO6S as an isolated structure.

Positions of all 38 atoms, in Å:
C: -1.75958 -3.61876 4.16734
H: -1.29780 -4.39708 3.75770
O: -1.30539 -2.40843 4.05173
C: -1.08403 -1.76566 2.78752
C: -1.53566 -2.21922 1.66330
C: -1.20875 -1.78132 0.31059
C: -0.47180 -0.56905 0.20062
C: -0.37314 0.11624 1.33084
C: -0.52005 -0.46087 2.55684
C: 0.01402 0.23134 3.87959
O: -0.30190 -0.22175 4.82097
O: 0.63721 1.32241 3.38673
H: 0.99570 1.93023 4.44805
H: 0.17201 0.93112 1.24127
S: -0.50700 0.22217 -1.38228
O: -1.14479 -0.53549 -2.36841
O: -0.34788 1.63418 -1.12554
N: 1.28792 -0.35680 -1.61037
H: 1.06444 -1.16994 -2.26053
C: 2.21248 0.59827 -1.93223
H: 1.75914 1.61019 -1.31250
H: 3.23914 0.25371 -1.72357
C: 2.11839 0.96108 -3.44113
H: 2.93818 0.28565 -4.00392
C: 2.18695 2.56322 -3.68019
H: 2.86884 2.64349 -4.53098
H: 3.25618 3.05613 -2.76088
C: 0.97368 3.08563 -3.57696
H: 0.91451 3.33483 -2.55664
C: 0.28099 2.10543 -4.13302
H: 0.05436 2.20333 -5.30984
O: 0.74727 0.98225 -3.92555
H: -0.80898 2.05292 -3.75572
H: 1.09346 4.26357 -4.02333
H: -1.60226 -2.25921 -0.58285
H: -2.06077 -3.57104 1.55579
H: -3.00324 -3.45847 3.79336
H: -1.59590 -3.89487 5.18196

Properties
Highest occupied orbital energy   -8.7 eV
Calculated total energy   -38352.0459 eV

***

(7)
Density functional theory data (ωB97M-V/def2-TZVPD) for an isolated ion of composition C13H17O2 and charge +1.

Positions of all 32 atoms, in Å:
C: 4.77418 -0.53436 -0.19663
C: -1.04010 -1.62469 -1.04940
C: -0.39178 -2.17966 -0.02628
C: 3.48002 -0.90729 -0.13523
C: 5.03179 0.76531 -0.44662
C: 2.20620 -1.15552 -0.05437
C: -1.46545 -0.20243 -1.24673
C: 0.20670 -1.50175 1.12360
C: -0.84048 0.80811 -0.26359
C: -1.02422 0.42777 1.16506
C: -3.00246 -0.20599 -1.23647
C: -1.41347 2.22346 -0.47548
C: -0.36897 1.21047 2.23575
O: 5.15070 1.86874 -0.70360
O: 1.48048 -1.01226 1.06869
H: 5.58921 -1.23761 -0.06986
H: -1.40366 -2.28620 -1.82511
H: -0.30103 -3.26377 -0.00015
H: 1.67323 -1.58881 -0.90862
H: -1.15232 0.09537 -2.25568
H: -0.00202 -1.89818 2.11037
H: 0.23358 0.87615 -0.48343
H: -1.96365 -0.03840 1.42637
H: -3.37468 -0.87782 -2.00554
H: -3.39341 0.78525 -1.44442
H: -3.38833 -0.54533 -0.27797
H: -2.43291 2.28968 -0.10762
H: -1.40396 2.47549 -1.53202
H: -0.81011 2.95064 0.05765
H: 0.64041 1.51327 1.96233
H: -0.33958 0.65505 3.16992
H: -0.95393 2.11534 2.42508

Properties
Highest occupied orbital energy (spin up / spin down)   -10.7 / -10.7 eV
Calculated total energy   -17839.0083 eV
Net charge   +1

***

(8)
Density functional theory data (ωB97M-V/def2-TZVPD) for C13H18CrF5I2O2P2 as an isolated structure.

Positions of all 43 atoms, in Å:
I: -2.29600 -4.64065 -0.65920
I: 0.37716 -3.76550 0.26157
Cr: 0.05415 -1.03767 0.08411
P: 0.53884 -1.24976 -2.15153
C: 2.33643 -1.32955 -2.35084
C: -0.13776 -2.67214 -3.04534
H: 0.18489 -2.63272 -4.09057
H: 0.33502 0.01303 -4.14990
H: -1.23175 -2.63956 -2.97182
H: -1.05028 0.28161 -3.03089
H: 2.74312 -2.21308 -1.85331
H: 0.21122 -3.60237 -2.58375
C: 0.03768 0.18354 -3.10853
H: 2.54242 -1.37939 -3.42383
H: 0.51701 1.08752 -2.71612
H: 2.78213 -0.42321 -1.92644
P: -1.28483 -1.02987 2.00475
C: -0.24231 -1.00958 3.48880
C: -2.30543 0.44534 2.14998
H: -3.12237 -2.43187 1.40347
H: -2.97102 -2.30348 3.19954
H: -1.86142 -3.34934 2.26063
C: -2.42667 -2.41144 2.25272
H: -2.95862 0.49342 1.27297
H: -2.90077 0.37518 3.06684
H: -0.90469 -0.96769 4.35865
H: 0.39865 -0.12209 3.46433
H: -1.65939 1.32895 2.17803
H: 0.37295 -1.91070 3.53632
C: 1.69377 -1.50454 1.02953
O: 2.58591 -2.03431 1.58162
F: 1.95246 5.98732 0.25841
C: 1.39079 4.78853 0.08118
C: 2.21036 3.63613 -0.02003
F: 3.56168 3.75409 0.02310
C: 1.61855 2.40167 -0.08814
F: 2.39427 1.27361 -0.13165
C: 0.19847 2.24555 -0.03970
O: -0.38105 1.10330 -0.02311
C: -0.58920 3.45008 0.02157
F: -1.92239 3.31928 0.07116
C: -0.01278 4.69224 0.08264
F: -0.77922 5.80017 0.23276

Properties
Highest occupied orbital energy (spin up / spin down)   -15.5 / -14.9 eV
Spin multiplicity   4
Calculated total energy   -94638.1040 eV
Net charge   +2

***

| no. | strongest force on any atom (eV/A) |
| --- | --- |
| 1 | 5.516 |
| 2 | 12.761 |
| 3 | 4.802 |
| 4 | 0.586 |
| 5 | 0.141 |
| 6 | 15.808 |
| 7 | 5.206 |
| 8 | 4.597 |